Density functional theory data (wB97M-V/def2-TZVPD) for C4H11S3 as an isolated structure.

Structure (XYZ):
```
18
Properties=species:S:1:pos:R:3:forces:R:3
C 0.296 3.135 -0.237 0.31 0.67 0.48
C -0.019 1.657 -0.037 0.04 0.24 -0.41
S 0.054 1.129 1.677 0.32 0.42 0.50
H 1.359 3.325 -0.034 -0.06 -0.15 -0.23
H -0.200 3.789 0.497 -0.24 -0.36 -0.22
H 0.050 3.507 -1.242 0.07 -0.15 0.02
H 0.701 1.096 -0.664 -0.25 -0.06 0.25
H -1.015 1.447 -0.434 -0.04 -0.03 -0.09
C -0.223 -1.930 2.191 -0.21 -0.42 -0.78
S 0.689 -1.359 0.702 -0.32 -0.10 0.31
S 0.039 -2.931 -0.642 0.24 -0.28 0.05
C -0.103 -1.847 -2.105 0.16 -0.29 0.63
H -1.278 -1.946 1.912 -0.01 -0.10 0.17
H 0.111 -2.924 2.508 -0.04 0.13 -0.16
H -0.089 -1.224 2.999 0.24 0.20 -0.11
H 0.865 -1.764 -2.596 -0.04 0.05 -0.10
H -0.836 -2.287 -2.780 -0.01 0.16 0.00
H -0.401 -0.873 -1.715 -0.16 0.05 -0.30
```
Positions in Å, forces in eV/Å.

Results
Net charge ... -1
HOMO-LUMO gap ... 5.8 eV
LUMO ... 3.27 eV
M ... 155.33 g mol⁻¹
ΔE to the lowest compared entry with this formula, charge and spin ... 18.4 kcal/mol